No. 1
{
  "formula": "C42H28CoF5N2O3P2Te",
  "method": "wB97M-V/def2-TZVPD",
  "elements": ["Co", "O", "C", "O", "C", "C", "C", "C", "C", "N", "H", "H", "H", "H", "Te", "C", "C", "C", "N", "C", "C", "C", "P", "C", "C", "C", "C", "C", "C", "C", "C", "C", "C", "C", "C", "P", "C", "C", "C", "C", "C", "C", "C", "C", "C", "C", "C", "C", "H", "H", "H", "H", "H", "H", "H", "H", "H", "H", "H", "H", "H", "H", "H", "H", "H", "H", "H", "H", "H", "H", "H", "H", "F", "C", "C", "F", "C", "F", "C", "O", "C", "F", "C", "F"],
  "coordinates": [[0.130, -0.351, -0.034], [-0.444, 2.427, 2.647], [-0.290, 1.727, 1.679], [-0.033, 0.449, 1.653], [-0.327, 2.326, 0.283], [-0.897, 3.636, -0.049], [-0.955, 4.051, -1.318], [-0.328, 3.277, -2.443], [0.247, 1.931, -1.963], [0.189, 1.553, -0.583], [-1.295, 4.214, 0.775], [-1.423, 5.000, -1.555], [0.395, 3.908, -2.963], [1.248, 1.727, -2.332], [3.810, -0.553, -3.179], [4.765, -2.436, -3.039], [4.062, -3.604, -2.786], [4.754, -4.807, -2.788], [6.063, -4.915, -3.018], [6.727, -3.782, -3.250], [6.131, -2.529, -3.271], [2.217, -0.806, -1.881], [0.528, -1.130, -2.231], [-0.118, 0.068, -3.474], [0.136, 0.216, -4.769], [-0.310, 1.437, -5.485], [-0.912, 2.474, -4.895], [-1.261, 2.472, -3.434], [-0.818, 1.160, -2.738], [0.344, -2.731, -3.092], [-0.707, -3.590, -2.770], [-0.880, -4.783, -3.458], [-0.016, -5.121, -4.489], [1.021, -4.263, -4.827], [1.204, -3.076, -4.133], [2.351, -0.558, -0.178], [2.951, 1.076, 0.343], [3.324, 2.077, -0.543], [3.657, 3.339, -0.070], [3.606, 3.612, 1.290], [3.223, 2.618, 2.184], [2.897, 1.357, 1.712], [3.587, -1.700, 0.492], [4.903, -1.263, 0.625], [5.883, -2.144, 1.058], [5.554, -3.453, 1.380], [4.238, -3.885, 1.270], [3.257, -3.012, 0.826], [2.999, -3.585, -2.576], [4.224, -5.735, -2.599], [7.793, -3.879, -3.423], [6.732, -1.646, -3.461], [0.693, -0.527, -5.329], [-0.113, 1.480, -6.549], [-1.209, 3.334, -5.485], [-2.316, 2.715, -3.296], [-1.580, 0.746, -2.073], [-1.397, -3.319, -1.988], [-1.693, -5.445, -3.189], [-0.150, -6.050, -5.030], [1.693, -4.515, -5.638], [2.034, -2.430, -4.398], [3.368, 1.874, -1.606], [3.956, 4.111, -0.768], [3.858, 4.599, 1.654], [3.166, 2.830, 3.244], [2.576, 0.591, 2.408], [5.166, -0.243, 0.378], [6.907, -1.805, 1.144], [6.322, -4.138, 1.714], [3.977, -4.904, 1.523], [2.240, -3.361, 0.724], [-1.801, -3.544, 3.926], [-1.687, -2.618, 2.912], [-2.586, -1.437, 2.898], [-2.251, -0.141, 2.738], [-2.741, -2.389, 1.815], [-3.871, -3.147, 1.732], [-1.979, -2.222, 0.508], [-2.461, -1.995, -0.576], [-0.513, -2.365, 0.826], [0.282, -3.121, -0.024], [-0.452, -2.663, 2.205], [0.668, -3.003, 2.792]],
  "forces_ev_per_a": [[-0.09, -0.63, 1.06], [-0.02, 0.04, 0.13], [-0.05, -0.16, -0.03], [0.21, 0.03, 0.05], [-0.03, 0.17, 0.11], [0.08, -0.03, 0.03], [0.03, -0.11, -0.10], [-0.15, 0.03, 0.05], [-0.03, 0.08, 0.08], [0.08, -0.47, -0.28], [-0.01, -0.03, 0.00], [-0.02, -0.01, 0.02], [0.01, 0.03, 0.04], [0.04, 0.01, -0.03], [0.15, 0.00, 0.08], [-0.12, 0.00, -0.07], [0.01, -0.01, 0.21], [0.11, -0.02, 0.03], [-0.05, 0.13, 0.00], [-0.06, -0.10, 0.03], [0.00, 0.02, -0.04], [0.05, 0.12, -0.22], [0.60, -0.03, -0.18], [-0.39, -0.11, 0.26], [-0.05, 0.07, -0.24], [0.09, -0.15, 0.06], [0.05, 0.01, 0.13], [0.06, 0.06, -0.03], [0.06, -0.06, -0.09], [-0.43, -0.07, 0.16], [0.04, 0.01, -0.11], [0.04, 0.04, -0.01], [0.02, 0.02, 0.01], [0.00, 0.01, -0.04], [-0.05, 0.06, -0.05], [-0.19, 0.35, -1.06], [-0.14, 0.00, 0.41], [0.06, 0.00, -0.07], [-0.01, 0.01, -0.01], [-0.03, -0.03, -0.01], [0.01, 0.01, -0.07], [0.12, -0.05, -0.04], [-0.38, -0.07, 0.67], [0.02, 0.04, -0.04], [0.03, -0.04, -0.05], [-0.04, 0.01, -0.03], [0.05, 0.04, -0.05], [0.04, -0.08, -0.09], [0.16, -0.04, 0.03], [0.00, 0.00, 0.01], [-0.01, 0.00, 0.00], [0.01, -0.03, 0.01], [0.00, 0.02, 0.01], [0.00, 0.00, 0.01], [0.03, -0.02, -0.01], [-0.03, -0.05, -0.03], [-0.05, 0.09, 0.01], [-0.03, 0.00, 0.02], [0.00, 0.02, 0.00], [0.00, 0.01, 0.00], [0.02, -0.01, 0.03], [-0.07, 0.01, -0.04], [0.02, -0.01, 0.02], [0.01, -0.01, 0.01], [0.00, -0.01, 0.00], [-0.02, -0.01, -0.01], [0.02, 0.02, 0.00], [0.01, 0.00, 0.03], [0.00, 0.00, -0.01], [-0.01, 0.01, 0.01], [-0.01, 0.01, 0.00], [0.09, 0.02, 0.01], [0.06, 0.19, -0.01], [0.20, -0.49, 0.44], [-0.11, -0.03, -0.08], [-0.04, -0.33, -0.10], [-0.17, 0.65, -0.37], [0.20, -0.03, 0.12], [-0.25, -0.74, 0.01], [0.17, 0.08, 0.21], [0.85, 2.29, -1.59], [-0.43, -0.61, 0.36], [-0.08, -0.34, 0.59], [-0.30, 0.17, -0.27]],
  "lumo_energy_ev": [-1.97, -2.05],
  "multiplicity": 1,
  "e_tot_ev": -130207.66179,
  "homo_energy_ev": [-7.7, -7.7]
}

No. 2
{
  "formula": "C20H55AgFeN8O14",
  "method": "wB97M-V/def2-TZVPD",
  "elements": ["Ag", "Fe", "N", "O", "O", "O", "N", "O", "O", "O", "N", "O", "O", "O", "C", "C", "C", "O", "C", "N", "H", "H", "H", "H", "H", "H", "H", "H", "H", "H", "H", "C", "C", "C", "O", "C", "N", "H", "H", "H", "H", "H", "H", "H", "H", "H", "H", "H", "C", "C", "C", "O", "C", "N", "H", "H", "H", "H", "H", "H", "H", "H", "H", "H", "H", "C", "C", "C", "O", "C", "N", "H", "H", "H", "H", "H", "H", "H", "H", "H", "H", "H", "C", "C", "C", "O", "C", "N", "H", "H", "H", "H", "H", "H", "H", "H", "H", "H", "H"],
  "coordinates": [[-1.896, 3.355, -2.660], [2.043, 0.081, 0.770], [-0.575, 0.485, -1.159], [0.494, 0.289, -0.498], [-1.004, 1.623, -1.157], [-1.051, -0.425, -1.830], [-0.181, -1.098, 2.848], [-0.779, -1.965, 2.202], [-0.298, -0.924, 4.044], [0.626, -0.354, 2.167], [1.425, 2.861, -3.127], [2.042, 3.934, -3.302], [0.213, 2.770, -3.446], [1.994, 1.891, -2.548], [2.416, -3.271, 2.278], [3.160, -2.917, 1.002], [3.501, -4.045, 0.022], [4.279, -3.466, -1.001], [4.333, -4.310, -2.155], [2.324, -1.899, 0.223], [1.392, -3.622, 2.168], [2.398, -2.400, 2.936], [2.953, -4.060, 2.812], [4.075, -2.378, 1.261], [2.578, -4.402, -0.453], [3.907, -4.883, 0.598], [4.282, -5.377, -1.929], [5.316, -4.215, -2.619], [3.549, -4.007, -2.849], [1.416, -2.421, 0.015], [2.849, -2.018, -0.657], [0.739, 6.068, -0.494], [-0.289, 5.066, -0.932], [-1.584, 5.015, -0.096], [-2.428, 4.005, -0.535], [-3.633, 3.873, 0.204], [-0.762, 5.379, -2.302], [0.991, 5.999, 0.569], [0.322, 7.076, -0.597], [1.630, 6.045, -1.120], [0.097, 4.044, -1.034], [-2.038, 6.012, -0.226], [-1.346, 4.940, 0.975], [-4.315, 3.131, -0.210], [-4.201, 4.801, 0.073], [-3.370, 3.575, 1.218], [-1.005, 6.372, -2.311], [0.004, 5.381, -2.982], [-3.903, -1.008, 0.170], [-4.119, -0.259, 1.457], [-4.295, -1.174, 2.659], [-4.413, -0.421, 3.852], [-4.395, -1.224, 5.003], [-2.979, 0.641, 1.704], [-3.138, -1.791, 0.189], [-3.521, -0.325, -0.594], [-4.826, -1.463, -0.191], [-4.974, 0.413, 1.350], [-3.524, -1.941, 2.788], [-5.255, -1.702, 2.524], [-3.569, -1.939, 5.007], [-5.349, -1.726, 5.189], [-4.254, -0.580, 5.872], [-2.098, 0.165, 1.554], [-3.028, 1.028, 2.638], [4.525, 3.044, -1.218], [3.822, 2.206, -0.151], [2.544, 2.889, 0.330], [1.762, 2.028, 1.169], [0.561, 2.582, 1.718], [3.368, 0.883, -0.725], [5.046, 3.915, -0.825], [3.789, 3.363, -1.960], [5.294, 2.426, -1.685], [4.520, 1.940, 0.648], [1.965, 3.079, -0.579], [2.804, 3.809, 0.853], [-0.355, 2.367, 1.165], [0.633, 3.673, 1.706], [0.503, 2.286, 2.762], [4.199, 0.335, -0.956], [3.016, 1.147, -1.665], [-0.407, -5.321, 0.118], [-0.512, -4.380, -1.083], [-1.843, -4.436, -1.835], [-1.767, -4.284, -3.225], [-1.363, -2.995, -3.685], [-0.214, -3.034, -0.569], [-0.727, -6.336, -0.127], [-1.071, -5.014, 0.932], [0.611, -5.392, 0.492], [0.318, -4.682, -1.734], [-2.631, -3.839, -1.354], [-2.254, -5.445, -1.703], [-1.414, -3.095, -4.764], [-0.442, -2.629, -3.226], [-2.110, -2.257, -3.358], [-0.512, -2.252, -1.148], [-0.612, -2.894, 0.353]],
  "forces_ev_per_a": [[-0.27, -0.21, -0.63], [-3.41, -0.99, -1.53], [-0.35, 0.05, -1.57], [1.57, -1.02, 0.94], [-0.45, 0.23, 0.47], [0.29, 0.44, 0.72], [-0.89, -1.72, 0.37], [0.19, 0.53, 0.55], [0.26, 0.24, -0.86], [1.88, 1.41, -0.50], [-0.37, 0.99, 0.19], [-0.47, -0.95, 0.18], [1.38, -0.41, -0.23], [-1.12, 0.52, -1.21], [0.53, -0.43, 0.39], [-0.79, 0.83, 0.11], [-1.16, 0.55, 0.54], [0.48, -0.70, 0.30], [0.58, 0.03, -0.32], [1.25, -1.19, -0.15], [-0.06, 0.07, -0.44], [-0.04, -0.04, 0.02], [0.03, 0.09, 0.03], [0.20, -0.35, 0.01], [-0.20, -0.12, 0.30], [0.64, 0.03, -0.40], [-0.42, 0.09, 0.31], [-0.12, 0.45, -0.05], [-0.01, -0.22, -0.08], [-0.25, 0.64, -0.09], [-0.47, 0.91, -0.24], [-0.18, 0.66, 0.74], [-0.85, -0.72, -1.05], [1.01, 1.38, 0.48], [-0.18, -0.72, -0.16], [-0.38, 0.46, -0.14], [0.46, 1.01, -0.59], [0.22, -0.24, -0.11], [-0.04, -0.03, -0.06], [0.05, -0.24, 0.08], [0.20, 0.11, 0.43], [-0.26, -0.13, 0.10], [-0.10, -0.30, -0.05], [0.66, -0.43, -0.27], [0.16, 0.17, 0.75], [-0.39, 0.31, 0.17], [-0.53, -0.21, 0.08], [0.11, -0.61, 0.27], [0.13, -0.15, -0.75], [1.30, 0.45, 0.92], [-1.66, -0.50, 0.12], [0.41, 0.31, -0.26], [-0.11, 0.27, 0.75], [0.02, 0.52, -0.67], [-0.05, -0.05, 0.55], [-0.33, 0.14, -0.01], [0.01, 0.00, -0.01], [-0.25, -0.29, 0.13], [0.33, 0.22, -0.35], [0.14, -0.25, -0.06], [-0.03, -0.14, -0.20], [-0.01, -0.27, -0.35], [0.10, 0.19, -0.14], [-0.01, -0.11, 0.23], [0.13, -0.26, 0.10], [-0.09, -0.09, 0.11], [-0.12, -0.55, 0.02], [0.50, 0.38, -0.77], [0.93, -0.26, 0.36], [-0.50, 1.18, 0.59], [1.12, -0.02, 0.60], [-0.16, 0.02, 0.26], [0.31, -0.01, -0.06], [-0.06, 0.01, -0.15], [-0.17, 0.33, 0.29], [-0.04, 0.26, 0.27], [-0.24, 0.02, 0.11], [0.31, -0.65, -0.21], [0.35, -0.06, -0.02], [-0.12, -0.28, -0.12], [0.00, -0.09, 0.40], [-0.66, -0.33, 0.45], [-0.81, -0.45, -0.05], [0.38, 0.53, 0.54], [-0.46, -1.62, 0.34], [0.46, 0.38, 0.04], [-1.34, -0.15, 0.81], [0.75, 0.26, 0.30], [0.12, 0.05, -0.20], [0.11, 0.18, 0.03], [0.08, 0.18, 0.06], [-0.35, 0.12, -0.45], [0.34, 0.69, -0.14], [0.22, -0.08, -0.16], [0.61, 0.39, -0.06], [0.44, -0.36, -0.60], [-0.09, 0.00, -0.22], [-0.09, -0.28, -0.06], [-0.22, 0.01, -0.09]],
  "lumo_energy_ev": [-3.00, -5.83],
  "multiplicity": 6,
  "charge": 1,
  "s_squared": 8.759,
  "e_tot_ev": -100585.20462,
  "relative_energy_kj_mol": 136.57,
  "homo_energy_ev": [-11.1, -11.1]
}